Formula: C44H38N7OPtS3
Source: the OMol25 dataset
Level of theory: wB97M-V/def2-TZVPD

Element x y z (Å)
Pt: -0.3461 -0.4836 0.1437
S: 4.9984 -0.7787 4.7565
C: 5.5455 -2.3738 5.0354
C: 4.9075 -3.2709 4.2363
C: 3.9621 -2.6547 3.3787
C: 3.8907 -1.2980 3.5446
C: 3.0416 -0.3394 2.8380
C: 1.9779 -0.7983 2.0787
N: 1.1759 0.0035 1.3748
C: 1.4628 1.3525 1.3442
C: 2.4898 1.9057 2.1484
C: 2.6570 3.3413 2.0950
C: 1.8961 4.1117 1.2946
C: 0.8912 3.5405 0.4230
C: 0.0957 4.2602 -0.4321
C: -0.8474 3.5918 -1.2561
C: -0.9093 2.2148 -1.1887
N: -0.1348 1.4772 -0.3778
C: 0.7388 2.1324 0.4640
C: -1.7314 4.3255 -2.1613
C: -2.7943 3.8649 -2.8905
C: -3.4258 4.8718 -3.6616
C: -2.8381 6.0884 -3.5031
S: -1.5165 6.0132 -2.4230
C: 3.2671 1.0529 2.8944
H: 6.3058 -2.5591 5.7717
H: 5.1102 -4.3299 4.2503
H: 3.3626 -3.2022 2.6686
H: 1.7463 -1.8514 2.0487
H: 3.4184 3.7868 2.7204
H: 2.0341 5.1839 1.2759
H: 0.1915 5.3375 -0.4724
H: -1.5767 1.6597 -1.8325
H: -3.1305 2.8402 -2.8705
H: -4.2792 4.7017 -4.2972
H: -3.1063 7.0236 -3.9587
H: 4.0678 1.4543 3.5014
N: 3.7332 -0.5972 -0.6689
C: 2.7401 -0.4228 -1.5532
S: 1.6558 -1.6589 -1.9176
N: 2.5926 0.7841 -2.1332
C: 3.3994 1.9424 -2.0546
C: 4.7814 1.9003 -1.9118
C: 5.4976 3.0873 -1.8516
C: 4.8545 4.3097 -1.9596
C: 3.4796 4.3424 -2.1469
C: 2.7541 3.1664 -2.1919
H: 3.7775 -1.4846 -0.1958
H: 4.2653 0.1764 -0.3069
H: 1.7471 0.8598 -2.6859
H: 5.3098 0.9576 -1.8981
H: 6.5719 3.0485 -1.7409
H: 5.4208 5.2275 -1.9180
H: 2.9665 5.2875 -2.2551
H: 1.6811 3.1911 -2.3363
N: -1.8293 -0.8543 -1.1586
C: -2.6537 -1.0804 -1.9338
N: -3.5843 -1.3355 -2.8105
C: -4.3006 -0.2245 -3.4535
C: -5.6019 0.0209 -2.7067
O: -6.3676 -1.1630 -2.6473
C: -5.6945 -2.1901 -1.9491
C: -4.3924 -2.5545 -2.6445
H: -4.5004 -0.5246 -4.4837
H: -3.6611 0.6575 -3.4638
H: -6.2068 0.7645 -3.2236
H: -5.3874 0.3830 -1.6905
H: -6.3663 -3.0474 -1.9271
H: -5.4884 -1.8740 -0.9165
H: -4.5822 -2.9552 -3.6417
H: -3.8218 -3.2838 -2.0690
C: -5.0235 -2.3694 1.9531
C: -4.3635 -1.1446 1.9441
C: -3.0102 -1.0809 1.6789
C: -2.2887 -2.2547 1.4367
C: -2.9555 -3.4910 1.4613
C: -4.3144 -3.5396 1.7074
N: -0.9382 -2.1853 1.1278
C: -0.1515 -3.2548 1.5792
C: 0.7536 -3.8752 0.7171
C: 1.5023 -4.9472 1.1714
C: 1.3850 -5.3802 2.4869
C: 0.5058 -4.7426 3.3538
C: -0.2748 -3.6943 2.9033
H: -6.0843 -2.4113 2.1556
H: -4.9064 -0.2344 2.1586
H: -2.4818 -0.1321 1.6932
H: -2.4059 -4.3980 1.2543
H: -4.8214 -4.4934 1.7119
H: 0.8532 -3.5158 -0.2954
H: 2.1813 -5.4455 0.4934
H: 1.9844 -6.2074 2.8394
H: 0.4265 -5.0648 4.3821
H: -0.9600 -3.1896 3.5701

relative energy (zero: lowest compared OMol25 entry of this formula, charge and spin) = 2.55 kcal/mol
HOMO level (spin up / spin down) = -7.508 / -9.829 eV
DFT total energy = -94470.805 eV
charge = +1
Kohn-Sham gap (spin up / spin down) = 5.132 / 5.151 eV
2S+1 = 3

Formula: C29H31BClF3O2S
Source: the OMol25 dataset
Level of theory: wB97M-V/def2-TZVPD

Element x y z (Å)
C: 1.0474 0.3112 6.0896
C: 0.3061 0.0343 4.8419
C: -0.9747 0.4765 4.5565
C: -1.5091 -0.0978 3.3652
C: -0.7010 -1.1081 2.8248
B: 0.3764 0.8606 -1.0413
C: -1.0655 -2.1195 1.8658
C: -2.3210 -2.0598 1.2166
C: -2.7972 -3.1397 0.4759
C: -2.0628 -4.3248 0.4791
C: -2.6554 -5.6306 0.0454
F: -2.1130 -6.0618 -1.1403
F: -2.4139 -6.6197 0.9741
F: -4.0062 -5.5688 -0.1235
C: -0.7449 -4.3438 0.9278
C: -0.2413 -3.2419 1.6088
O: -0.7348 1.6584 -0.9745
C: -0.3422 2.8413 -0.2489
C: -0.5382 3.9819 -1.2434
C: -1.3262 2.9598 0.9126
C: 1.1998 2.5861 0.1490
C: 2.1578 3.5221 -0.5797
C: 1.5589 2.5585 1.6283
O: 1.4698 1.2489 -0.3162
S: 0.8786 -1.0091 3.5819
H: 0.3835 0.8083 6.8074
H: 1.4286 -0.6120 6.5469
H: 1.9034 0.9717 5.9160
H: -1.4805 1.1693 5.2195
H: -2.4720 0.2057 2.9680
H: -2.9709 -1.1983 1.3707
H: -3.7269 -3.0535 -0.0774
H: -0.1119 -5.2078 0.7239
H: 0.7911 -3.2900 1.9794
H: -0.2432 4.9346 -0.7865
H: 0.0373 3.8134 -2.1748
H: -1.5999 4.0516 -1.5003
H: -1.1200 3.8658 1.5023
H: -2.3422 3.0543 0.5048
H: -1.2808 2.0803 1.5728
H: 2.0240 4.5471 -0.2131
H: 3.1970 3.2346 -0.3670
H: 2.0077 3.4964 -1.6685
H: 1.3028 3.5052 2.1271
H: 1.0666 1.7281 2.1530
H: 2.6503 2.4264 1.7164
Cl: 3.3763 3.0364 -5.4929
C: 2.5135 1.8865 -4.5728
C: 3.1925 1.0548 -3.6710
C: 2.4816 0.2110 -2.8309
C: 1.0628 0.2178 -2.8190
C: 0.2626 -0.5556 -1.6739
C: -1.1074 -1.1003 -2.1015
C: -0.8190 -2.5532 -2.5462
C: 0.4028 -2.8727 -1.7387
C: 1.0021 -1.7596 -1.2542
C: 0.3949 1.0794 -3.7165
C: 1.1090 1.8601 -4.6179
H: 4.2773 1.1101 -3.6226
H: 3.0236 -0.4565 -2.1598
H: -1.7215 -1.1601 -1.1889
H: -1.6674 -0.5117 -2.8368
H: -1.6624 -3.2445 -2.4007
H: -0.5990 -2.5524 -3.6260
H: 0.7558 -3.8959 -1.6349
H: 1.9388 -1.6877 -0.7099
H: -0.6980 1.1534 -3.6494
H: 0.5895 2.4952 -5.3313

relative energy (zero: lowest compared OMol25 entry of this formula, charge and spin) = 0.00 kcal/mol
HOMO level = -8.035 eV
DFT total energy = -66860.124 eV
charge = 0
Kohn-Sham gap = 7.905 eV

Formula: C3H5O3Y
Source: the OMol25 dataset
Level of theory: wB97M-V/def2-TZVPD

Element x y z (Å)
H: 2.2933 -0.7133 -2.0355
O: -0.2128 -0.6368 0.9465
C: -1.0423 0.3947 1.0439
C: 0.6363 -0.4813 -0.3541
O: -1.6703 0.4899 2.1013
O: -0.9705 1.2318 0.0794
C: -0.0302 0.7662 -0.9537
Y: -1.1324 -1.4894 3.0569
H: 0.4222 -1.3969 -0.9084
H: 1.6536 -0.3051 0.0001
H: -0.6161 0.5540 -1.8498
H: 0.6693 1.5862 -1.1266

relative energy (zero: lowest compared OMol25 entry of this formula, charge and spin) = 75.61 kcal/mol
HOMO level (spin up / spin down) = -17.782 / -16.070 eV
DFT total energy = -10355.621 eV
charge = +2
Kohn-Sham gap (spin up / spin down) = 8.109 / 6.667 eV

Formula: C26H22N4O3
Source: the OMol25 dataset
Level of theory: wB97M-V/def2-TZVPD

Element x y z (Å)
C: 7.1557 1.1243 -0.3683
C: 6.2615 -0.0396 -0.6505
C: 6.7470 -1.1523 -1.3283
C: 5.9624 -2.2680 -1.5526
C: 4.6608 -2.3010 -1.0811
C: 4.1526 -1.2038 -0.4149
C: 4.9338 -0.0689 -0.2185
N: 4.3376 1.0100 0.4747
C: 4.2554 2.2889 0.0516
O: 4.8033 2.7567 -0.9210
C: 3.3460 3.1491 0.9574
H: 3.5311 2.9209 2.0127
H: 3.5325 4.2030 0.7477
O: 1.9706 2.9371 0.6486
C: 1.3744 1.8458 1.1462
O: 1.9365 1.0462 1.8706
C: -0.0071 1.7294 0.6912
C: -0.6788 0.5871 0.9012
C: -2.0175 0.3089 0.4754
C: -3.0453 1.1939 0.1955
N: -4.1431 0.4625 -0.0904
N: -3.8863 -0.8476 -0.0283
C: -2.6177 -0.9772 0.3099
C: -1.9880 -2.2810 0.4233
C: -2.7051 -3.3859 0.8827
C: -2.0661 -4.6081 0.9777
C: -0.7284 -4.6839 0.6145
N: -0.0464 -3.6512 0.1499
C: -0.6583 -2.4882 0.0482
H: -0.0687 -1.6855 -0.3761
H: -0.1769 -5.6118 0.6892
H: -2.5896 -5.4827 1.3315
H: -3.7413 -3.2656 1.1607
C: -5.4271 0.9056 -0.4293
C: -5.7868 2.2455 -0.3268
C: -7.0672 2.6378 -0.6725
C: -7.9926 1.7078 -1.1153
C: -7.6339 0.3729 -1.2113
C: -6.3578 -0.0311 -0.8715
H: -6.0573 -1.0641 -0.9401
H: -8.3510 -0.3571 -1.5549
H: -8.9895 2.0228 -1.3829
H: -7.3426 3.6785 -0.5916
H: -5.0835 2.9825 0.0269
H: -3.0439 2.2634 0.2063
H: -0.1676 -0.2073 1.4320
H: -0.4088 2.5634 0.1391
H: 3.6680 0.7327 1.1913
H: 3.1388 -1.2166 -0.0402
H: 4.0418 -3.1722 -1.2316
H: 6.3701 -3.1166 -2.0815
H: 7.7702 -1.1419 -1.6758
H: 8.1914 0.8718 -0.5807
H: 6.8660 1.9783 -0.9797
H: 7.0688 1.4262 0.6750

relative energy (zero: lowest compared OMol25 entry of this formula, charge and spin) = 13.64 kcal/mol
HOMO level = -8.533 eV
SMILES = Cc1ccccc1NC(=O)COC(=O)/C=C/c1cn(-c2ccccc2)nc1-c1cccnc1
DFT total energy = -39422.346 eV
charge = 0
Kohn-Sham gap = 8.267 eV

Formula: C2H7O2
Source: the OMol25 dataset
Level of theory: wB97M-V/def2-TZVPD

Element x y z (Å)
O: 0.4280 1.3655 -1.5450
H: 0.9381 2.2175 -1.6533
H: -1.4008 -1.4898 0.3571
H: 0.8513 0.8660 -2.3026
C: -0.4235 -1.3186 0.5927
C: 0.0949 -0.0091 0.4659
O: -0.4211 1.0048 1.0948
H: -0.2183 -1.8626 1.4805
H: 0.3736 -1.9911 0.0573
H: 1.1885 0.3318 0.2368
H: -1.4107 0.8854 1.2159

relative energy (zero: lowest compared OMol25 entry of this formula, charge and spin) = 41.25 kcal/mol
HOMO level = -16.339 eV
DFT total energy = -6273.178 eV
charge = +1
Kohn-Sham gap = 10.378 eV

Formula: C9H19N2
Source: the OMol25 dataset
Level of theory: wB97M-V/def2-TZVPD

Element x y z (Å)
C: -1.9190 -0.1290 -0.9818
C: 0.5824 -0.3472 -0.0387
C: 2.5577 1.3560 0.3072
C: 2.3984 -0.5457 -1.2457
C: 2.5542 -0.9424 1.3071
C: -0.3833 1.5650 -1.0365
C: -4.1203 -0.7503 -0.4645
C: -2.5874 -0.4026 1.3946
C: 2.0199 -0.0307 0.1388
N: -0.4469 0.2253 -0.6176
N: -2.7697 -0.4977 -0.0634
H: 0.3664 -1.4163 0.3175
H: 3.6572 1.1654 0.1688
H: 2.5365 1.6584 1.3937
H: 2.2002 2.0860 -0.3687
H: 2.2713 0.1524 -2.0723
H: 3.4151 -0.7324 -1.1229
H: 2.0265 -1.5542 -1.4849
H: 2.1023 -0.4014 2.2227
H: 3.5765 -0.7860 1.3677
H: 2.2203 -1.9409 1.3762
H: -1.2955 1.6967 -1.6498
H: 0.4872 1.7883 -1.6743
H: -0.3354 2.3518 -0.2938
H: -4.3534 -1.8307 -0.6105
H: -4.9067 -0.3659 0.1644
H: -4.3600 -0.3684 -1.4401
H: -1.6395 -0.9500 1.5701
H: -2.4208 0.6556 1.5080
H: -3.4340 -0.7090 1.9286

relative energy (zero: lowest compared OMol25 entry of this formula, charge and spin) = 115.16 kcal/mol
HOMO level = -12.805 eV
DFT total energy = -12610.853 eV
charge = +1
Kohn-Sham gap = 9.003 eV

Number 2 is which compound?
C29H31BClF3O2S